The following is a quantum chemistry calculation of 7 unconnected molecules or ions with the total composition C27H74N8O8 in a non-equilibrium geometry, from OMol25.

Results
electronic energy	-2112.9637	Ha
HOMO	-8.9	eV
Kohn-Sham gap	9.5	eV
strongest force on any atom	0.03102	Eh/bohr
LUMO energy	0.60	eV

The geometry in ORCA input format:
```
! RIJCOSX wB97M-V def2-TZVPD def2/J DEFGRID3
* xyz 0 1
O -0.66 -4.62 -4.70
O -1.11 0.41 -5.08
O 5.53 4.66 3.36
O -1.98 -4.11 4.45
O 0.52 -0.38 0.49
O -2.32 -1.71 -1.61
O -1.39 2.29 2.98
O 3.56 2.64 -0.83
N -4.14 -0.34 -1.56
N -1.54 5.83 3.75
N -0.35 -2.98 0.25
N -0.40 3.05 -2.70
N 3.04 5.08 1.89
N -4.34 -1.31 4.68
N -2.28 -7.51 -6.22
N -2.54 -0.24 0.12
C 4.30 4.28 3.92
C -0.16 -4.30 -3.44
C -0.62 1.13 3.19
C 0.98 2.40 -4.58
C -2.98 -0.85 -1.04
C -1.35 -5.83 -4.77
C -1.03 1.03 -3.83
C 3.29 3.92 -0.24
C -1.56 -6.25 -6.21
C -0.57 -4.20 4.40
C 1.89 -3.85 0.35
C -4.38 -3.08 3.03
C 0.77 0.90 -0.08
C 1.50 -1.37 0.21
C -2.39 -2.76 4.52
C 3.14 3.78 1.26
C -2.25 -5.19 -7.06
C 6.61 3.80 3.69
C -1.54 -0.95 -4.97
C -0.45 2.42 -4.02
C -1.43 4.65 2.91
C -0.97 3.43 3.69
C -3.90 -2.70 4.42
C -0.50 4.86 1.70
C 0.99 -2.70 0.77
C 3.19 5.13 3.33
C 4.93 2.43 -1.09
H 1.05 1.74 -5.45
H 1.87 -4.01 -0.74
H 0.46 1.27 3.11
H -1.93 -2.19 3.70
H 1.56 -4.76 0.83
H -2.06 1.18 -3.44
H -4.50 -0.77 -2.39
H -4.05 -4.10 2.77
H -0.45 0.44 -3.11
H 0.49 -5.03 -2.93
H -1.00 -4.10 -2.76
H -1.63 -1.43 -5.94
H 1.63 -1.46 -0.88
H -3.29 -5.05 -6.77
H 5.10 1.36 -1.18
H 0.55 4.74 1.99
H 4.33 4.48 5.01
H -1.00 -2.29 0.61
H -1.70 6.66 3.20
H 3.59 5.78 1.42
H -4.71 0.29 -1.02
H -0.60 4.10 0.92
H 5.62 2.85 -0.35
H -0.17 1.36 -0.33
H -1.43 3.44 4.69
H -2.39 4.32 2.50
H -0.90 0.66 4.14
H -0.63 5.83 1.23
H 4.04 3.21 3.83
H 3.97 3.16 1.64
H -2.34 -5.78 -4.29
H -5.46 -3.00 2.94
H 1.19 3.39 -4.99
H 2.46 -1.08 0.67
H 0.12 3.44 3.84
H 2.24 4.90 3.83
H 1.42 1.43 0.63
H -3.89 -2.49 2.26
H 6.32 3.16 4.54
H -0.11 -3.57 5.16
H -1.26 2.82 -2.20
H -0.82 -1.51 -4.36
H -3.87 -0.92 5.50
H 2.21 3.23 1.48
H -1.88 -8.16 -5.55
H -0.24 -3.96 3.38
H -2.06 -2.33 5.47
H 4.09 4.63 -0.47
H 1.65 2.07 -3.80
H -4.38 -3.36 5.14
H 0.50 -3.44 -3.49
H -1.57 -0.34 0.38
H 6.83 3.15 2.85
H -0.33 4.06 -2.68
H 1.45 0.90 -0.94
H -0.56 -6.39 -6.66
H -2.18 -5.44 -8.12
H 0.95 -2.67 1.86
H -2.20 -7.95 -7.12
H -5.32 -1.35 4.96
H -0.87 0.50 2.33
H -1.11 2.92 -4.74
H -0.74 -6.61 -4.30
H 2.35 4.22 -0.70
H 7.45 4.42 4.01
H 2.96 -3.69 0.56
H -3.05 0.51 0.56
H 3.46 6.16 3.59
H 5.19 2.88 -2.06
H -1.77 -4.23 -6.86
H -2.46 -0.95 -4.38
H -0.66 5.98 4.23
H -0.28 -5.23 4.61
H -0.35 -2.85 -0.76
*
```